Entry 1
This record from the OMol25 dataset describes the molecule CH3NO. The level of theory is ωB97M-V with the def2-TZVPD basis set.

Output
highest occupied orbital energy = -9.92 eV
SMILES = NC=O
Kohn-Sham gap = 10.7 eV
LUMO energy = 0.793 eV

Geometry as ORCA input:
```
! RIJCOSX wB97M-V def2-TZVPD def2/J DEFGRID3
* xyz 0 1
N 0.56393 -0.41726 0.19896
C -0.55243 0.30749 0.00341
O -1.79506 -0.03485 0.11548
H 1.49092 0.06181 0.11669
H 0.66295 -1.38733 -0.14860
H -0.37031 1.47013 -0.28595
*
```


Entry 2
This record from the OMol25 dataset describes a structure of composition CH3NO. The level of theory is ωB97M-V with the def2-TZVPD basis set.

Output
highest occupied orbital energy = -10.78 eV
Kohn-Sham gap = 10.7 eV
LUMO energy = -0.081 eV

Geometry as ORCA input:
```
! RIJCOSX wB97M-V def2-TZVPD def2/J DEFGRID3
* xyz 0 1
C 0.06025 -0.37018 -0.23786
N 0.19599 1.05314 -0.08931
O -1.20420 0.03253 0.08203
H 0.08249 -0.90915 -1.12461
H 0.65032 -1.04709 0.51392
H 0.21515 1.24074 0.85582
*
```


Entry 3
This record from the OMol25 dataset describes a cluster of 3 separate species, CH3NO in total. The level of theory is ωB97M-V with the def2-TZVPD basis set.

Output
highest occupied orbital energy = -10.47 eV
Kohn-Sham gap = 9.5 eV
LUMO energy = -0.987 eV

Geometry as ORCA input:
```
! RIJCOSX wB97M-V def2-TZVPD def2/J DEFGRID3
* xyz 0 1
C -0.17567 -0.39420 0.23957
H -0.05469 1.77684 -0.09457
H -1.69013 1.49915 0.21495
H -0.89315 -1.10913 0.53787
N -0.67475 0.57523 -0.67960
O 1.05190 -0.47853 0.33269
*
```


Entry 4
This record from the OMol25 dataset describes the molecule CH3NO. The level of theory is ωB97M-V with the def2-TZVPD basis set.

Output
highest occupied orbital energy = -9.47 eV
SMILES = NC=O
Kohn-Sham gap = 10.3 eV
LUMO energy = 0.812 eV

Geometry as ORCA input:
```
! RIJCOSX wB97M-V def2-TZVPD def2/J DEFGRID3
* xyz 0 1
N -0.24143 0.11952 0.29363
C 0.36617 0.70649 -0.71282
O 0.23452 2.17379 -0.62273
H -0.10585 -0.68927 0.84643
H -0.79903 0.71788 0.86072
H 0.92904 0.13263 -1.36736
*
```


Result of the stability comparison: entry 1 is the most stable of them.


Entry 1
This record from the OMol25 dataset describes a cluster of 2 separate species, C2H4O3P in total. The level of theory is ωB97M-V with the def2-TZVPD basis set.

Output
highest occupied orbital energy (spin up / spin down) = -4.14 / -2.12 eV
Kohn-Sham gap (spin up / spin down) = 8.0 / 5.5 eV
LUMO energy (spin up / spin down) = 3.853 / 3.388 eV

Geometry as ORCA input:
```
! RIJCOSX wB97M-V def2-TZVPD def2/J DEFGRID3
* xyz -1 1
C 2.79946 -0.61759 -0.03247
C -1.17139 0.17148 0.36562
O -1.03708 -2.52190 1.16057
O 3.81508 -1.30519 -0.09518
O -0.85125 -1.97446 -1.37473
P -0.61275 -1.64118 0.04013
H 2.79682 0.54716 0.04352
H -1.61672 0.68536 -0.52731
H -1.96852 0.31343 1.11548
H -0.18765 0.85880 0.50529
*
```


Entry 2
This record from the OMol25 dataset describes the ion C2H4O3P with charge -1. The level of theory is ωB97M-V with the def2-TZVPD basis set.

Output
highest occupied orbital energy (spin up / spin down) = -2.22 / -2.22 eV
SMILES = O=PCCO[O-]
Kohn-Sham gap (spin up / spin down) = 5.8 / 5.8 eV
LUMO energy (spin up / spin down) = 3.535 / 3.534 eV

Geometry as ORCA input:
```
! RIJCOSX wB97M-V def2-TZVPD def2/J DEFGRID3
* xyz -1 1
O 1.71367 -1.83823 -1.57971
P 1.58713 -0.45014 -1.08108
C 0.39033 -0.54217 0.37650
C -0.50815 0.70442 0.54328
O -1.68354 0.64509 -0.19260
O -1.51058 1.18258 -1.47192
H 0.98998 -0.64328 1.28933
H -0.22786 -1.43793 0.24583
H -0.81503 0.77753 1.59890
H 0.06405 1.60213 0.27146
*
```


Result of the stability comparison: entry 1 is the most stable of them.


Entry 1
This record from the OMol25 dataset describes a cluster of 2 separate species, C5H12O4 in total. The level of theory is ωB97M-V with the def2-TZVPD basis set.

Output
highest occupied orbital energy = -10.12 eV
SMILES = CC(C)(O)O.CC(=O)O
Kohn-Sham gap = 10.7 eV
LUMO energy = 0.564 eV

Geometry as ORCA input:
```
! RIJCOSX wB97M-V def2-TZVPD def2/J DEFGRID3
* xyz 0 1
C 1.77193 0.64377 0.54810
C 1.01988 -0.68025 0.49183
C 1.94560 -1.86497 0.24422
O 0.07651 -0.54276 -0.68863
O 0.27784 -0.92553 1.61935
H 2.30422 0.80677 -0.38493
H 2.48099 0.61085 1.37328
H 1.07528 1.46256 0.70977
H 1.36823 -2.78732 0.24178
H 2.67842 -1.92325 1.04300
H 2.46129 -1.74569 -0.70669
H -0.41237 -1.37459 -0.73063
H -0.42061 -0.20178 1.70404
C -2.67526 0.59706 -0.97844
C -1.63327 1.14944 -0.03445
O -1.62684 0.92683 1.16143
O -0.93265 2.19916 -0.50858
H -3.33432 1.39678 -1.30980
H -3.26472 -0.16687 -0.47730
H -2.18006 0.16296 -1.84466
H -0.98009 2.25682 -1.47268
*
```


Entry 2
This record from the OMol25 dataset describes a cluster of 3 separate species, C5H12O4 in total. The level of theory is ωB97M-V with the def2-TZVPD basis set.

Output
highest occupied orbital energy (spin up / spin down) = -8.00 / -8.00 eV
Kohn-Sham gap (spin up / spin down) = 8.6 / 8.6 eV
LUMO energy (spin up / spin down) = 0.563 / 0.562 eV

Geometry as ORCA input:
```
! RIJCOSX wB97M-V def2-TZVPD def2/J DEFGRID3
* xyz 0 1
C 0.46127 -1.11922 -0.85577
C -0.30302 0.21048 0.97643
C -0.02464 0.81935 -0.26122
C -1.55135 -0.54693 1.30197
C 1.21182 1.64342 -0.47472
O -0.65176 -1.78295 -1.37309
O 1.14125 -1.88286 0.07626
O 1.31458 -0.89176 -1.92458
O -0.91853 2.00093 1.35879
H -1.38362 -1.77027 -0.74601
H 1.45481 -2.68025 -0.38610
H 0.80382 -0.97453 -2.74098
H -0.17909 2.50766 1.72517
H 0.53395 0.05705 1.64961
H -0.86223 1.00901 -0.92553
H -1.93180 -0.18114 2.25625
H -2.33576 -0.37206 0.56329
H -1.35906 -1.62000 1.39180
H 1.70156 1.37714 -1.41359
H 0.94022 2.69857 -0.52539
H 1.93760 1.49837 0.32741
*
```


Result of the stability comparison: entry 1 is the most stable of them.


Entry 1
This record from the OMol25 dataset describes the molecule C4H8OS2. The level of theory is ωB97M-V with the def2-TZVPD basis set.

Output
highest occupied orbital energy = -8.60 eV
SMILES = CC(C)OC(=S)S
Kohn-Sham gap = 8.8 eV
LUMO energy = 0.150 eV

Geometry as ORCA input:
```
! RIJCOSX wB97M-V def2-TZVPD def2/J DEFGRID3
* xyz 0 1
C -1.28858 0.57674 -0.83018
C -0.28281 0.01321 0.17589
C -0.79657 -1.15256 0.91974
O 0.89036 -0.38170 -0.52809
C 2.08214 -0.06979 -0.09950
S 3.32376 -1.17359 -0.23300
S 2.42372 1.60946 0.35525
H -2.21495 0.89289 -0.20819
H -0.87809 1.55225 -1.28146
H -1.55351 -0.07208 -1.44349
H -0.00880 0.93776 0.76138
H -0.16862 -1.71915 1.40118
H -1.87094 -0.90761 1.23932
H -1.00484 -2.05862 0.15730
H 1.34772 1.95280 -0.38615
*
```


Entry 2
This record from the OMol25 dataset describes a cluster of 2 separate species, C4H8OS2 in total. The level of theory is ωB97M-V with the def2-TZVPD basis set.

Output
highest occupied orbital energy (spin up / spin down) = -6.79 / -6.79 eV
Kohn-Sham gap (spin up / spin down) = 6.0 / 6.0 eV
LUMO energy (spin up / spin down) = -0.784 / -0.785 eV

Geometry as ORCA input:
```
! RIJCOSX wB97M-V def2-TZVPD def2/J DEFGRID3
* xyz 0 1
C 1.29619 0.62619 -0.17193
C -0.69751 -0.82309 -0.67880
C 1.24894 -1.54685 0.74884
C 0.77098 -0.72058 -0.47030
O 1.40893 1.71776 0.16256
S 1.53011 -1.00441 -3.47301
S 2.18751 0.89704 -3.02181
H -1.42882 -0.51682 0.06699
H -0.90666 -1.81581 -1.10622
H -0.79314 -0.29857 -1.63800
H 2.24455 -2.04976 0.65667
H 1.45125 -0.91695 1.67126
H 0.38120 -2.18856 0.98353
H 1.30567 -1.00789 -1.38234
H 2.36809 -1.37267 -4.43098
*
```


Result of the stability comparison: entry 1 is the most stable of them.